No. 1
Computed, not measured: an isolated molecule of C2H3NP2 in a non-equilibrium geometry, with ωB97M-V with the def2-TZVPD basis set.

```
8
Properties=species:S:1:pos:R:3:nbo_charge:R:1
C -0.55 0.02 0.77 -0.36
N 0.82 -1.11 0.76 -0.35
C 1.62 -0.72 -0.15 -0.35
P 1.52 0.67 -1.23 0.24
P -0.50 0.92 -0.73 0.32
H -1.32 -0.29 1.39 0.20
H 2.46 -1.33 0.12 0.24
H -0.38 2.32 -0.39 0.06
```

Properties
Relative energy (zero: lowest compared OMol25 entry of this formula, charge and spin) ... 71.2 kcal per mole
SMILES ... C1=NC=P#[PH]1
Strongest force on any atom ... 0.144 Eh/bohr

No. 2
Computed, not measured: a 2-piece molecular cluster, CHF3S2 overall in a non-equilibrium geometry, with ωB97M-V with the def2-TZVPD basis set.

```
7
Properties=species:S:1:pos:R:3:nbo_charge:R:1
C 1.30 -0.21 -0.14 0.97
F 2.35 -0.13 -0.97 -0.32
F 0.78 -1.42 -0.30 -0.33
F 1.60 -0.05 1.15 -0.33
S -2.56 0.72 0.54 0.04
S -1.33 1.66 -0.63 -0.15
H -2.14 -0.57 0.35 0.12
```

Properties
Relative energy (zero: lowest compared OMol25 entry of this formula, charge and spin) ... 47.4 kcal per mole
Strongest force on any atom ... 0.023 Eh/bohr

No. 3
Computed, not measured: a 2-piece molecular cluster, C3H12NO overall in a non-equilibrium geometry, with ωB97M-V with the def2-TZVPD basis set.

```
17
Properties=species:S:1:pos:R:3:nbo_charge:R:1
C 1.09 0.46 -2.38 -0.29
O 1.10 -0.75 -1.66 -0.24
H 1.49 1.24 -1.66 0.36
H 0.02 0.55 -2.64 0.30
H 1.88 0.41 -3.13 0.30
H 1.83 -1.42 -1.74 0.57
C -0.78 1.20 0.82 -0.42
N -0.86 -0.33 0.66 -0.50
C -0.40 -1.01 1.92 -0.44
H -1.09 1.67 -0.11 0.23
H 0.22 1.41 1.17 0.23
H -1.45 1.42 1.65 0.26
H -1.86 -0.52 0.59 0.45
H -0.33 -0.72 -0.13 0.42
H -1.17 -0.87 2.67 0.26
H -0.24 -2.05 1.65 0.24
H 0.56 -0.69 2.33 0.25
```

Properties
Relative energy (zero: lowest compared OMol25 entry of this formula, charge and spin) ... 17.9 kcal per mole
Expectation value of S² ... 0.7542
Charge ... +2
Spin multiplicity ... 2
Strongest force on any atom ... 0.044 Eh/bohr